1.
The following is a quantum chemistry calculation of a structure of composition C26H22N2O5Sc, from OMol25.

XYZ file:
```
56
Properties=species:S:1:pos:R:3:forces:R:3
Sc -0.141200 0.073300 0.290100 1.1 0.2 -0.5
N 1.966200 -0.210500 -1.267300 -0.6 0.0 0.0
C 2.968600 -0.863900 -0.523300 0.3 -0.4 0.2
C 4.187500 -0.240800 -0.288200 -0.1 0.2 0.1
C 5.151100 -0.841200 0.501900 0.0 0.0 0.0
C 4.917400 -2.097300 1.029000 0.2 -0.1 0.1
C 3.720100 -2.740000 0.768900 0.1 0.1 0.0
C 2.722500 -2.136800 0.013900 0.0 0.2 0.0
C 1.426700 -2.829900 -0.176500 -0.3 0.2 0.2
C 1.468200 -4.122100 -0.697100 0.1 0.0 -0.1
C 0.309900 -4.856000 -0.851900 0.0 -0.1 0.0
C -0.886200 -4.304500 -0.428300 -0.1 0.0 0.0
C -0.917900 -3.017700 0.091700 0.0 0.4 0.3
C 0.222900 -2.190900 0.223300 0.4 -0.7 -0.3
H 2.327600 0.583100 -1.786400 -0.2 -0.1 0.1
H 1.456900 -0.848600 -1.875200 0.1 0.1 0.0
H 4.378800 0.736800 -0.705900 0.0 0.2 -0.1
H 6.078200 -0.324700 0.708600 0.0 0.0 0.0
H 5.660000 -2.570000 1.655800 0.1 -0.1 0.0
H 3.532500 -3.714200 1.195800 -0.1 -0.1 0.0
H 2.414800 -4.541400 -1.019100 0.1 0.0 0.0
H 0.346900 -5.842300 -1.298800 0.0 0.0 0.0
H -1.801200 -4.875300 -0.521900 -0.1 0.0 0.0
H -1.891400 -2.647100 0.417700 0.1 0.0 -0.1
O -5.915200 -0.781800 -1.043900 1.1 0.3 0.2
C -4.769300 -0.452200 -0.796400 -1.5 -0.4 -0.3
C -3.648500 -0.297300 -1.794500 0.1 -0.1 -1.4
O -3.754300 -0.359900 -3.014300 0.1 0.0 1.0
C -2.448800 -0.072300 -0.996500 -0.8 -0.1 1.0
C -2.772500 -0.017000 0.383000 -0.6 -0.1 -1.2
O -1.863900 0.145100 1.286600 0.0 0.1 0.5
C -4.212200 -0.157700 0.574200 -0.4 0.1 1.1
O -4.859400 -0.073800 1.609600 0.5 -0.1 -0.7
O -1.227600 0.044700 -1.400900 0.3 0.2 -0.3
C 0.458800 4.410600 4.538200 0.0 -0.1 0.0
N -0.291800 3.500800 3.708500 0.1 0.0 0.0
C -1.458500 4.100200 3.105700 0.0 0.0 0.1
C 0.464100 2.634500 2.814100 0.0 -0.4 0.0
C 0.786500 3.138800 1.412500 -0.2 -0.5 -0.1
C 1.305100 4.415000 1.223800 0.0 0.1 0.1
C 1.474800 4.936200 -0.046100 0.1 0.1 0.0
C 1.137300 4.167700 -1.141500 0.0 -0.1 -0.2
C 0.708200 2.862100 -0.948400 -0.1 -0.4 0.1
C 0.521700 2.273500 0.322200 0.4 0.6 0.1
H -0.198900 4.776100 5.332900 0.1 0.0 0.0
H 0.868800 5.287500 4.010000 0.0 0.0 0.0
H 1.287600 3.872600 5.001900 0.0 0.1 0.0
H -2.099600 4.488500 3.898600 -0.1 0.0 0.0
H -2.007300 3.336000 2.557400 -0.1 0.0 -0.1
H -1.225200 4.924100 2.415100 0.0 0.0 0.0
H -0.146000 1.714000 2.692100 0.3 0.3 0.0
H 1.388600 2.354300 3.334600 -0.1 0.0 0.0
H 1.577900 5.033600 2.066600 0.0 0.0 0.2
H 1.861500 5.936500 -0.178500 0.0 0.1 0.0
H 1.214700 4.578500 -2.141600 0.0 0.0 0.0
H 0.484900 2.277700 -1.842400 0.0 0.0 0.1
```
Forces are in eV/Å.

Orbital gap = 7.72 eV
Relative energy (zero: lowest compared OMol25 entry of this formula, charge and spin) = 0.0 kcal/mol
E = -61240.092 eV
Total charge = -1
HOMO level = -5.28 eV

Results of the natural (NBO) charge analysis, in e, for atoms 1 through 2: 1.904 -0.855

***

2.
The following is a quantum chemistry calculation of a structure of composition C3H4N2, from OMol25.

XYZ file:
```
9
Properties=species:S:1:pos:R:3:forces:R:3
C -1.764415 0.737469 0.943604 0.7 3.2 -3.4
C -0.700855 0.935649 0.134817 1.0 -1.7 0.7
C 0.568017 0.176485 -0.133658 0.5 0.3 0.2
N -2.224151 2.168071 -0.186301 -0.4 -0.6 1.1
N -1.096257 2.079941 -0.661639 -0.7 -0.5 0.7
H -2.195664 0.102141 1.662189 -0.3 -0.7 0.6
H 0.885115 0.405814 -1.192150 -0.7 -1.2 0.8
H 0.443303 -0.899638 0.228905 0.4 1.4 -1.0
H 1.432239 0.639171 0.388772 -0.6 -0.3 0.2
```
Forces are in eV/Å.

Orbital gap (alpha / beta) = 8.80 / 8.80 eV
Relative energy (zero: lowest compared OMol25 entry of this formula, charge and spin) = 121.3 kcal/mol
E = -6150.641 eV
HOMO level (alpha / beta) = -8.96 / -8.96 eV

Results of the natural (NBO) charge analysis, in e, for atoms 1 through 2: -0.147 0.084

***

3.
The following is a quantum chemistry calculation of an isolated molecule of C8H7ClN2S, from OMol25.

XYZ file:
```
19
Properties=species:S:1:pos:R:3:forces:R:3
C -0.909195 1.317938 -0.853742 -1.8 -0.4 -0.4
C -2.303547 1.287776 -1.019673 2.3 0.6 -0.1
C -2.295799 -0.994196 -0.225230 -0.4 -3.7 3.0
C 1.179319 0.448663 0.071901 -1.0 -2.7 -0.1
C -0.149301 0.162245 -0.371999 0.7 3.3 1.0
C -2.927830 0.052570 -0.685573 -1.1 2.2 -1.2
C -0.876911 -0.988540 0.095247 0.7 -0.4 -2.0
C 3.296465 -0.190103 1.089452 -0.1 2.4 -2.8
N -0.333192 -2.109752 0.428052 1.6 -0.9 1.9
N 1.918749 -0.454940 0.709064 -0.2 -0.5 0.0
S 1.403850 -2.178680 0.959759 -2.1 1.6 -1.3
Cl -4.629475 0.138239 -1.030693 -0.3 -0.7 0.3
H -0.354477 2.209463 -1.122922 0.0 0.0 0.1
H -2.986352 2.094869 -1.387125 1.3 -0.6 0.4
H -2.850726 -1.893374 0.239185 0.8 1.4 -1.3
H 1.745074 1.344870 -0.097109 -0.4 0.7 -0.3
H 3.950920 -0.001328 0.200641 -0.7 -0.4 -0.1
H 3.379550 0.801150 1.543378 0.0 -0.7 1.1
H 3.742876 -1.046869 1.457387 0.7 -1.3 1.9
```
Forces are in eV/Å.

Orbital gap (alpha / beta) = 6.55 / 6.56 eV
Relative energy (zero: lowest compared OMol25 entry of this formula, charge and spin) = 8.0 kcal/mol
E = -34744.219 eV
SMILES = CN1C=c2ccc(Cl)cc2=NS1
HOMO level (alpha / beta) = -6.96 / -6.96 eV

Results of the natural (NBO) charge analysis, in e, for atoms 1 through 2: -0.109 -0.332

***

4.
The following is a quantum chemistry calculation of a structure of composition C25H32NNdO2, from OMol25.

XYZ file:
```
61
Properties=species:S:1:pos:R:3:forces:R:3
C -2.798119 -0.850053 1.053288 -0.1 -0.3 -0.6
C -2.631643 0.159114 0.065422 -0.1 -0.5 -0.3
C -1.912753 -0.394569 -1.024731 -0.4 -0.2 0.1
H -3.068711 1.154362 0.087979 0.3 -0.2 0.1
C -1.670427 -1.773127 -0.731115 -0.3 0.0 0.3
C -2.225793 -2.051394 0.547943 -0.3 0.2 -0.5
H -1.255454 -2.507087 -1.421544 0.0 0.2 0.3
C -0.212611 1.442007 3.210508 -0.1 0.5 -0.5
C -1.288564 1.796850 2.346167 0.7 0.1 0.3
C -0.732400 2.290052 1.132900 0.5 0.0 0.1
H -2.343301 1.739606 2.595261 0.2 0.1 -0.1
C 0.685068 2.184703 1.215556 -0.7 0.0 0.7
C 1.008742 1.688571 2.525845 -0.3 0.0 -0.4
H -1.726376 0.095858 -1.979751 0.1 -0.1 0.3
H -2.278262 -3.029823 1.022978 0.2 0.4 -0.1
H -3.343865 -0.743994 1.991651 0.3 0.0 -0.3
H 2.018029 1.563936 2.933932 -0.6 -0.1 -0.2
H -1.273976 2.717384 0.289213 0.1 -0.3 0.3
H -0.309240 1.089560 4.236584 0.0 0.0 -0.4
Nd -0.137694 -0.340732 1.056907 -2.1 -0.5 2.2
C 1.650637 2.282880 0.057063 0.3 0.1 0.0
C 3.016870 2.714855 0.621220 0.1 0.3 0.0
C 1.182882 3.275170 -1.012707 0.1 0.1 -0.1
H 2.892103 3.653216 1.192187 -0.1 -0.4 -0.2
H 3.742611 2.878514 -0.175655 -0.1 0.0 0.2
H 3.430580 1.960819 1.302426 -0.1 0.2 -0.2
H 0.985440 4.259763 -0.565101 0.1 -0.3 -0.1
H 0.271598 2.937969 -1.527866 0.2 0.1 0.2
H 1.973602 3.389181 -1.767122 -0.2 0.0 0.1
C 1.666111 0.853213 -0.588536 0.7 -0.3 -0.1
C 2.827299 0.497455 -1.504744 1.1 -0.1 0.4
H 0.692068 0.661631 -1.099407 0.4 0.0 0.2
H 1.875505 0.098448 0.228770 0.3 0.7 -0.7
O 3.962526 0.823523 -1.163689 -1.0 -0.3 -1.0
N 2.593633 -0.270945 -2.631320 0.5 -0.6 0.4
C 1.593114 -1.362570 -2.758361 0.2 0.4 0.0
H 3.481102 -0.485561 -3.081236 -0.2 0.1 0.1
C 0.446031 -0.947296 -3.649732 -0.3 0.1 -0.2
C -0.548616 -1.872453 -3.993047 -0.1 0.4 0.0
H -0.431577 -2.916451 -3.686097 -0.2 0.3 -0.1
C -1.671438 -1.452531 -4.709948 0.3 0.1 0.0
H -2.464623 -2.167535 -4.937722 0.2 0.3 0.0
C -1.773693 -0.120802 -5.136341 0.2 0.0 0.1
H -2.649221 0.208651 -5.697147 0.2 -0.1 0.2
C -0.741202 0.781852 -4.863183 0.1 -0.3 0.1
H -0.778821 1.813425 -5.216557 -0.1 -0.3 0.0
C 0.375372 0.361027 -4.130177 -0.3 0.0 0.0
H 1.208099 1.039712 -3.931124 -0.4 -0.2 0.0
H 1.221974 -1.701280 -1.767483 0.1 0.3 -0.4
H 2.083386 -2.248438 -3.200094 0.0 0.4 0.3
C -1.461865 -3.185625 4.019898 0.0 -0.2 0.2
C -0.751744 -1.848048 4.037517 0.2 0.5 -0.7
C 0.337037 -1.743110 5.086961 0.0 -0.3 0.3
O -0.173542 -1.601154 2.776951 0.2 0.1 -0.3
H -0.734797 -3.991342 3.855806 -0.1 0.1 0.0
H -2.203302 -3.227441 3.215549 0.1 0.1 0.2
H -1.968252 -3.349494 4.976836 0.0 -0.1 -0.1
H -1.502024 -1.063862 4.240833 0.0 0.0 0.0
H 1.055012 -2.561492 4.947376 -0.1 0.1 0.1
H 0.882993 -0.798092 4.988821 -0.2 -0.1 0.0
H -0.095522 -1.807005 6.091191 0.2 0.0 0.0
```
Forces are in eV/Å.

Orbital gap (alpha / beta) = 7.88 / 7.89 eV
E = -47307.148 eV
2S+1 = 4
HOMO level (alpha / beta) = -7.85 / -7.85 eV

Results of the Löwdin charge analysis, in e, for atoms 1 through 2: -0.203 -0.222

***

5.
The following is a quantum chemistry calculation of a cluster of 7 separate species, C5H27N2O6 in total, from OMol25.

XYZ file:
```
40
Properties=species:S:1:pos:R:3:forces:R:3
C 2.327914 0.424700 1.944394 0.5 0.1 -1.9
C 1.873967 -0.499386 0.803632 0.0 -1.5 0.1
C 0.438427 -1.070472 1.145645 0.1 2.0 -0.5
C -0.575276 -0.577825 0.071519 -0.2 -2.7 0.1
C -0.244706 -1.245033 -1.305959 0.3 2.3 0.7
N -1.167242 -0.730435 -2.307494 -0.7 -0.4 -1.5
N 1.889255 1.841762 1.569377 0.1 1.1 2.3
H 3.403197 0.568177 2.137281 -0.3 -0.5 -0.4
H 1.884148 0.004403 2.836221 -0.3 0.8 0.4
H 2.554092 -1.364963 0.720627 0.0 0.5 0.2
H 1.857088 -0.070698 -0.222663 0.2 0.2 0.9
H 0.427824 -2.162467 1.171357 0.1 0.2 0.2
H 0.189829 -0.624586 2.146901 -0.3 -0.9 -0.8
H -0.770068 0.491102 0.094256 0.4 -0.1 -0.3
H -1.521768 -1.116588 0.278577 0.2 0.9 0.3
H 0.737939 -0.949873 -1.644072 0.8 -0.4 0.1
H -0.292364 -2.316872 -1.156541 -0.1 -0.2 -0.3
H -1.415901 -1.492498 -2.946294 -0.2 0.2 0.3
H -0.744314 -0.034213 -2.943062 0.0 -0.5 0.8
H 1.586282 2.115073 0.606606 0.4 -0.7 -0.3
H 2.676564 2.451799 1.865615 -0.5 -0.1 -0.4
H 1.082159 2.186541 2.107103 0.2 -0.4 0.1
H -3.725175 -1.497044 1.320697 -0.1 0.1 0.4
H -2.710781 -2.448314 2.056984 -0.4 0.3 -0.2
O -3.110507 -2.223560 1.203422 0.3 -0.5 -0.1
H -3.121269 -0.220548 -1.075858 -0.1 0.1 -0.4
H -3.219637 0.995263 -1.937648 0.0 0.1 0.0
O -3.565903 0.645865 -1.110461 -0.3 -0.8 -0.2
H -2.759998 -3.789012 -2.902474 0.0 -0.3 0.0
H -1.517717 -4.035445 -3.827794 -0.5 0.1 0.3
O -2.154129 -3.370945 -3.518039 0.5 0.1 -0.3
H -2.809613 2.491864 1.037538 -0.3 -0.1 -0.1
H -2.896485 1.119251 0.225421 0.5 1.4 0.6
O -2.346493 1.667225 0.876669 0.2 -0.3 0.0
H -0.171868 2.544688 -0.758946 0.0 -0.1 0.2
H 1.052525 3.186662 -1.443525 0.1 0.0 0.0
O 0.779606 2.695180 -0.661811 -0.3 0.1 -0.4
H 4.917136 2.201701 0.527019 0.4 0.1 0.2
H 5.932039 1.787600 1.598028 0.1 0.0 0.0
O 5.231221 2.421919 1.417750 -0.7 -0.2 -0.3
```
Forces are in eV/Å.

Orbital gap = 9.13 eV
Relative energy (zero: lowest compared OMol25 entry of this formula, charge and spin) = 45.1 kcal/mol
E = -20881.962 eV
Total charge = +1
HOMO level = -11.93 eV

Results of the natural (NBO) charge analysis, in e, for atoms 1 through 2: -0.220 -0.448

***

6.
The following is a quantum chemistry calculation of the ion C7H6N5 with charge +1, from OMol25.

XYZ file:
```
18
Properties=species:S:1:pos:R:3:forces:R:3
C -0.397268 1.958511 -0.585218 -0.5 0.6 1.0
C -2.119204 -1.815053 -0.310975 0.4 0.9 1.3
C -2.312010 0.474908 0.463024 0.3 0.7 -0.1
C 1.303763 0.274775 -0.322758 0.6 -0.8 -2.2
C -0.469926 -0.781154 1.313965 1.0 -0.4 -0.5
C 0.852629 1.667014 -0.306755 0.0 -1.1 0.4
C -1.837845 -0.730032 0.649404 0.6 -1.1 -1.5
N -1.591199 2.176076 -0.732382 0.8 -0.6 -1.0
N -2.009575 -2.681633 -1.053814 -0.3 -0.2 -0.2
N -2.440660 1.675375 0.284549 -0.6 0.1 0.7
N 0.694848 -0.738115 0.297605 -0.6 0.3 0.6
N 2.389306 0.005550 -1.093340 0.5 -1.2 0.8
H -0.356098 -0.006719 2.049191 0.1 0.6 0.1
H -0.246363 -1.715458 1.835540 -0.5 0.0 -0.1
H 1.668287 2.259270 0.050383 -0.2 1.2 0.1
H 1.065273 -1.675958 0.162044 0.1 0.3 -0.3
H 2.986785 0.569292 -1.730378 -1.5 0.2 1.0
H 2.819255 -0.916642 -0.970085 -0.3 0.4 -0.1
```
Forces are in eV/Å.

Orbital gap = 9.18 eV
Relative energy (zero: lowest compared OMol25 entry of this formula, charge and spin) = 69.8 kcal/mol
E = -14794.960 eV
SMILES = N#CC1=C=N[N+]#C/C=C(/N)NC1
Total charge = +1
HOMO level = -14.08 eV

Results of the natural (NBO) charge analysis, in e, for atoms 1 through 2: 0.469 0.244

***

> The lowest E belongs to which entry?

C26H22N2O5Sc

***

> Among the records above, which one has the lowest E?

C26H22N2O5Sc

***

> Which of these has the lowest E?

C26H22N2O5Sc